No. 1
Entry from OMol25: a 4-piece molecular cluster, C24H53N3O15P3S overall (ωB97M-V with the def2-TZVPD basis set).

```
99
Properties=species:S:1:pos:R:3:lowdin_charge:R:1
H 9.691 10.207 1.053 0.076
O 7.668 5.937 2.484 -0.217
C -0.216 3.053 1.637 -0.303
C 9.393 9.156 1.007 -0.079
C -3.461 -1.580 0.060 -0.108
H 2.928 -1.942 3.758 0.077
P 1.663 1.150 1.739 0.710
C -5.274 -6.851 3.627 -0.172
H -5.502 -5.150 -0.139 0.080
H -1.573 1.373 1.910 0.070
H -5.383 -1.342 -2.364 0.061
H -0.204 4.113 1.907 0.111
H -4.450 -4.683 -8.234 0.063
C 7.873 5.634 3.857 -0.296
H 4.827 1.621 3.430 0.116
C 7.954 9.024 0.547 -0.302
C -6.436 -6.850 4.718 -0.592
O -3.123 -3.289 -5.332 -0.216
N -4.444 -0.553 -0.031 -0.028
C -1.573 2.463 1.967 -0.071
H 5.465 4.387 2.018 0.090
H 9.552 8.706 1.989 0.071
O 0.804 2.404 2.394 -0.233
H -4.570 -5.891 1.960 0.099
C 1.194 -1.352 2.604 -0.292
H -6.716 -2.467 -2.044 0.078
H 3.300 6.539 1.676 0.086
C -1.615 -4.903 -6.339 -0.086
O -5.248 -1.983 -5.032 -0.223
N -5.636 -1.082 0.383 -0.025
H 8.895 5.257 3.952 0.118
H -3.760 -4.167 -9.784 0.083
H 2.361 -3.173 2.612 0.080
H -5.045 -7.900 3.200 0.111
C -6.508 -6.267 1.563 -0.309
H -3.561 -1.836 -8.923 0.123
P 6.677 7.193 2.022 0.707
H 4.016 0.074 3.374 0.096
H -7.568 -6.218 2.016 0.110
O 7.512 7.675 0.676 -0.227
H 4.498 4.688 0.593 0.124
C -5.357 -2.443 0.735 -0.551
H 5.703 0.218 1.565 0.087
H -2.390 -1.386 -0.254 0.125
H -0.978 -4.085 -6.688 0.076
H 0.799 -1.502 1.599 0.101
P -4.711 -3.326 -5.834 0.703
H 0.465 -1.765 3.305 0.124
H 4.989 1.733 0.979 0.072
C -5.879 -2.251 -2.713 -0.080
H -1.698 -4.293 -4.291 0.119
H 5.878 4.930 4.309 0.065
H -4.310 -6.545 4.184 0.117
O 5.905 6.098 0.962 -0.198
O 2.915 1.703 2.766 -0.213
H 7.885 9.294 -0.511 0.114
H 7.792 6.517 4.491 0.103
O -5.208 -4.358 -4.819 -0.244
O -7.741 -6.491 4.502 -0.208
C -3.608 -2.683 -8.231 -0.305
C -6.514 -5.126 0.396 -0.422
C -6.359 -2.071 -4.140 -0.290
H -2.339 2.847 1.288 0.081
H -2.574 -2.937 -7.989 0.095
C -4.324 -3.832 -8.909 -0.089
H -7.347 -5.285 -0.362 0.074
O 0.559 0.684 0.786 -0.243
H 7.136 4.265 5.361 0.080
C 4.148 1.009 2.828 -0.300
N -5.446 -5.863 2.523 -0.136
H -7.038 -2.872 -4.443 0.101
O 7.245 8.247 2.976 -0.250
H -6.378 -7.320 1.131 0.115
H 3.241 -1.751 2.031 0.061
H -2.292 -5.165 -7.158 0.061
H -6.920 -1.136 -4.219 0.116
C 4.771 0.780 1.466 -0.081
H -3.047 -5.308 -4.787 0.103
H -5.321 -3.524 -9.234 0.083
H 3.175 5.072 2.668 0.084
O -3.993 -2.819 0.571 -0.037
H 4.101 0.222 0.805 0.065
S -6.746 -3.494 1.314 0.918
O -4.270 -2.224 -7.067 -0.202
H 7.292 9.704 1.088 0.102
H 4.278 6.382 3.133 0.065
H -0.001 2.999 0.567 0.101
O 1.344 0.025 2.923 -0.217
H -1.859 2.718 2.991 0.078
C 6.909 4.563 4.335 -0.083
C 3.865 5.828 2.283 -0.074
H 10.061 8.635 0.316 0.075
H -5.145 -3.056 -2.622 0.075
C -2.399 -4.490 -5.106 -0.297
O -6.105 -7.228 5.900 -0.139
C 4.954 5.174 1.461 -0.303
H -0.986 -5.770 -6.128 0.077
C 2.505 -2.101 2.762 -0.083
H 6.960 3.678 3.695 0.071
```

As for the spin multiplicity: 1. The value obtained for the gap between HOMO and LUMO is 0.127 hartree. The charge is -1. For the LUMO energy, the calculation gives -0.5 eV.



No. 2
Entry from OMol25: a 4-piece molecular cluster, C24H54NO11P overall (ωB97M-V with the def2-TZVPD basis set).

```
91
Properties=species:S:1:pos:R:3:lowdin_charge:R:1
H -0.541 -6.935 1.767 0.130
C 1.861 8.204 -2.833 -0.198
H 0.560 6.550 -2.705 0.128
O 1.544 -5.089 -0.079 -0.203
H -0.548 -5.191 1.643 0.110
H 3.118 6.951 1.653 0.123
H 1.388 -7.134 0.287 0.126
H 3.807 10.273 -3.258 0.086
H 3.426 2.951 3.970 0.055
O 0.505 -3.115 2.219 -0.196
P 2.115 2.649 1.962 0.915
H -0.325 -3.956 -3.773 0.091
H -0.640 -1.529 2.883 0.064
H 2.462 7.751 -3.628 0.122
C -4.805 -5.438 -4.710 -0.199
C -3.886 -4.243 -4.549 -0.182
H 0.489 -5.306 -2.926 0.072
C 0.328 8.006 1.470 -0.111
H -4.111 -5.092 -1.937 0.114
H -1.382 -2.593 1.677 0.092
O 2.639 9.078 -2.033 -0.195
H 2.556 -4.896 2.110 0.113
H 1.809 0.278 1.989 0.056
C 3.896 9.417 -2.581 -0.113
C 2.263 4.741 3.796 -0.359
H 3.133 5.385 3.868 0.104
H 1.067 8.800 -3.303 0.127
O 1.600 8.059 0.857 -0.190
C -0.372 -5.023 -3.541 -0.101
H 2.042 -2.959 3.553 0.126
H 0.542 7.524 -1.254 0.113
C -2.905 0.683 3.235 0.037
H -0.329 -5.576 -4.480 0.089
H -3.170 1.330 4.045 0.085
H -6.254 -6.391 -2.850 0.086
H -1.248 -3.150 3.351 0.091
C 1.870 -4.994 2.952 -0.180
H 0.603 -3.784 4.189 0.123
H 0.410 8.157 2.552 0.078
C 2.437 3.269 3.690 -0.398
O -1.722 2.517 2.366 0.143
C -0.752 -2.567 2.567 -0.105
H -0.182 7.059 1.267 0.092
O -3.987 -3.543 -3.318 -0.119
O 0.968 -6.073 2.759 -0.118
H -5.124 -7.646 -2.325 0.087
H 1.188 3.576 1.439 -0.056
H 3.292 -6.220 -0.081 0.088
O -4.443 -6.519 -3.868 -0.196
C -2.062 -4.390 -1.988 -0.194
O -1.582 -5.367 -2.896 -0.195
C 0.775 -6.226 0.279 -0.194
H 0.328 0.329 0.330 0.121
C -1.880 1.354 2.377 -0.590
H -4.740 -5.782 -5.750 0.126
H 3.445 -4.504 -0.481 0.089
H 1.158 6.241 3.862 0.043
H -5.837 -5.122 -4.522 0.123
C 2.967 6.501 -0.427 -0.178
H -0.117 1.968 0.616 0.090
H -2.851 -4.508 -4.769 0.114
C 1.122 1.085 2.166 -0.369
C -5.525 -7.130 -3.198 -0.115
H -3.759 0.494 2.600 0.094
H 1.724 2.806 4.361 0.071
C 0.020 1.012 1.101 -0.236
C 2.818 -5.387 -0.610 -0.113
H 3.581 5.611 -0.261 0.126
C -3.557 -4.170 -2.119 -0.178
C 1.236 -3.662 3.303 -0.195
C 1.201 7.109 -2.018 -0.180
N 1.119 5.227 3.779 0.103
O -1.208 0.493 1.609 -0.022
H 1.681 6.010 1.209 0.088
H 4.350 8.573 -3.109 0.086
H -6.020 -7.862 -3.844 0.087
H 2.478 -5.290 3.811 0.128
H -0.274 8.813 1.051 0.088
O 2.075 6.135 -1.469 -0.120
H -2.533 -0.262 3.598 0.071
H -1.861 -4.760 -0.973 0.117
H -4.184 -3.514 -5.307 0.128
H -1.541 -3.436 -2.113 0.127
C 0.106 -6.064 1.630 -0.180
H 0.729 1.053 3.174 0.074
C 2.323 6.842 0.903 -0.209
H 4.553 9.692 -1.756 0.087
H -0.008 -6.354 -0.480 0.116
H -3.843 -3.477 -1.324 0.127
H 3.650 7.288 -0.750 0.114
H 2.751 -5.618 -1.678 0.080
```

As for the spin multiplicity: 1. For the relative energy (zero: lowest compared OMol25 entry of this formula, charge and spin), the calculation gives 42.8 kJ/mol. The SMILES is [H]/N=C/CPCCOC(C)=O.COCCOCCOC.COCCOCCOC.COCCOCCOC. The value obtained for the gap between HOMO and LUMO is 0.334 hartree. For the LUMO energy, the calculation gives 0.7 eV.



No. 3
Entry from OMol25: a 3-piece molecular cluster, C24H55N3O12P3 overall (ωB97M-V with the def2-TZVPD basis set).

```
97
Properties=species:S:1:pos:R:3:lowdin_charge:R:1
C 0.791 -0.644 -3.024 -0.131
H 3.561 -1.716 -4.500 0.129
N 1.006 -0.960 1.250 -0.036
C -0.007 0.055 -0.796 -0.245
O 1.472 -4.692 -6.345 0.120
O 4.724 0.493 6.081 -0.183
O 3.027 -3.282 -5.648 -0.021
H -2.880 -0.983 -5.971 0.068
H 0.977 -2.917 -0.776 0.143
H 3.868 -2.067 3.073 -0.030
H 1.772 -0.181 -2.892 0.147
H -8.247 -0.501 -1.526 0.105
H 2.266 -2.129 -1.674 0.116
C 3.623 0.279 5.196 -0.279
C 6.108 -0.323 9.810 -0.073
H -2.321 2.632 -0.990 0.145
H 0.560 2.232 -3.332 0.103
H -0.974 -1.232 0.651 0.140
H 1.826 -0.185 -5.139 0.117
C 2.008 -1.272 0.246 -0.460
H -4.329 -0.112 -6.514 0.089
C 3.544 1.356 4.128 -0.088
H 1.028 -1.323 -6.183 0.119
H -9.636 -0.685 -5.150 0.091
C -9.372 -1.649 -4.718 -0.067
C -8.305 0.481 -1.995 -0.294
C 1.656 -1.255 -5.299 -0.157
H 2.689 0.223 5.766 0.113
O -7.614 0.492 -3.249 -0.202
N 0.355 -1.111 -1.670 -0.026
H 4.124 4.347 7.371 0.117
C 1.426 -1.952 -1.005 -0.101
C -0.220 -0.437 0.636 -0.136
H 1.485 -2.631 -3.618 0.113
C 0.941 -1.781 -4.029 -0.150
H 6.056 -0.456 10.891 0.078
H 7.043 -0.756 9.451 0.077
C -7.968 -2.053 -5.121 -0.238
O 3.572 1.155 8.206 -0.216
C -3.994 -0.021 -4.387 -0.304
H -10.089 -2.401 -5.048 0.085
C -0.421 3.016 -1.910 -0.496
N 4.000 -1.589 2.190 -0.269
H -9.356 0.674 -2.214 0.118
H 2.643 -3.533 1.488 0.026
H -4.491 -1.663 -5.709 0.071
H 6.260 5.508 8.212 0.082
O 0.186 3.957 -1.513 0.168
H 5.296 -0.881 9.346 0.076
H 4.223 -2.680 0.037 0.015
C 6.038 1.145 9.446 -0.302
C -1.335 0.716 -1.224 -0.130
O 6.000 1.319 8.028 -0.207
C 5.122 4.176 6.962 -0.247
H -0.627 0.421 1.171 0.133
H 7.156 4.070 7.674 0.089
O -7.025 -0.950 -5.010 -0.185
H -8.241 1.494 -0.093 0.080
H 5.252 4.854 6.121 0.116
C 2.126 -3.720 -6.556 -0.355
H -7.954 -2.355 -6.166 0.119
H -2.132 0.284 -0.617 0.128
H 1.992 -3.177 -7.501 0.157
H -3.666 -0.679 -3.570 0.098
H 3.289 2.323 4.567 0.066
H -7.966 2.544 -1.492 0.079
H -6.689 1.468 -0.953 0.071
H -0.917 2.405 0.027 0.129
H -3.333 0.849 -4.399 0.113
H 0.754 0.834 -0.839 0.162
H -7.620 -2.901 -4.528 0.117
O -6.003 -1.040 -2.240 -0.227
H -1.597 0.508 -2.263 0.103
P -6.425 -0.563 -3.573 0.482
C -7.769 1.556 -1.074 -0.072
H 6.935 1.657 9.802 0.115
H 0.795 -1.802 1.773 0.104
P 3.285 -2.357 1.041 0.741
H 0.106 0.082 -3.452 0.119
O -0.322 2.606 -3.223 0.074
H 3.782 -0.689 4.728 0.083
C -1.310 2.226 -0.973 -0.068
H -0.055 -2.129 -4.311 0.127
O 5.210 2.835 6.413 -0.190
C 3.039 -1.870 -5.447 -0.184
H 5.183 1.625 9.922 0.104
H 4.505 1.470 3.629 0.082
H 2.786 1.106 3.383 0.058
O -5.297 0.469 -4.105 -0.182
H 3.632 -1.332 -6.190 0.134
H -9.464 -1.560 -3.635 0.067
C -3.915 -0.737 -5.724 -0.072
H 5.952 3.940 8.948 0.066
H 2.547 -0.362 -0.030 0.128
H -0.503 -1.652 -1.789 0.195
P 4.600 1.600 7.247 0.483
C 6.188 4.440 8.008 -0.070
```

As for the spin multiplicity: 1. For the relative energy (zero: lowest compared OMol25 entry of this formula, charge and spin), the calculation gives 480.3 kJ/mol. The value obtained for the gap between HOMO and LUMO is 0.312 hartree. The charge is +1. For the LUMO energy, the calculation gives -2.9 eV.